1.
The following is a DFT calculation (wB97M-V/def2-TZVPD) of a structure of composition C36H34N6O3PS2Ti.

Multiplicity: 3
Orbital gap (alpha / beta), eV: 5.6 / 7.9
Molar mass, Da: 741.7
LUMO energy (alpha / beta), eV: -3.0853 / -3.1985
Largest force on an atom, hartree/bohr: 0.014
Total charge: +1
Relative energy (zero: lowest compared OMol25 entry of this formula, charge and spin), kcal/mol: 11.9

Positions of all 83 atoms, in Å:
Ti1 -0.437 0.470 1.487
S1 6.552 0.079 4.355
N1 5.276 -0.877 4.595
C1 4.257 -0.315 3.964
C2 2.896 -0.826 3.932
C3 2.474 -1.963 4.615
C4 1.140 -2.335 4.531
C5 0.273 -1.590 3.743
N2 0.663 -0.506 3.065
C6 1.955 -0.111 3.187
C7 2.306 1.128 2.506
N3 1.305 1.747 1.833
C8 1.585 2.899 1.218
C9 2.848 3.477 1.227
C10 3.878 2.835 1.896
C11 3.607 1.636 2.549
C12 4.601 0.878 3.292
N4 5.878 1.207 3.420
H1 3.187 -2.523 5.206
H2 0.764 -3.197 5.063
H3 -0.769 -1.861 3.638
H4 0.766 3.371 0.689
H5 3.008 4.414 0.713
H6 4.879 3.242 1.928
O1 -2.169 -0.705 2.090
S2 -2.976 0.487 2.514
O2 -3.594 0.365 3.793
O3 -2.054 1.647 2.357
C13 -4.242 0.622 1.286
C14 -5.559 0.565 1.716
C15 -6.582 0.598 0.778
C16 -6.284 0.682 -0.571
C17 -4.963 0.744 -0.991
C18 -3.921 0.715 -0.073
P1 -2.186 0.856 -0.648
C19 -2.260 2.370 -1.649
C20 -1.911 3.549 -0.991
C21 -2.000 4.772 -1.637
C22 -2.420 4.824 -2.959
C23 -2.765 3.655 -3.625
C24 -2.692 2.434 -2.972
C25 -2.000 -0.534 -1.804
C26 -1.144 -0.442 -2.900
C27 -0.854 -1.561 -3.667
C28 -1.408 -2.791 -3.339
C29 -2.256 -2.893 -2.244
C30 -2.548 -1.774 -1.480
H7 -5.766 0.491 2.774
H8 -7.612 0.554 1.105
H9 -7.081 0.703 -1.303
H10 -4.743 0.821 -2.048
H11 -1.604 3.509 0.050
H12 -1.744 5.683 -1.113
H13 -2.482 5.775 -3.471
H14 -3.097 3.695 -4.654
H15 -2.972 1.529 -3.502
H16 -0.698 0.512 -3.164
H17 -0.199 -1.470 -4.524
H18 -1.190 -3.663 -3.941
H19 -2.698 -3.848 -1.988
H20 -3.210 -1.869 -0.626
C31 2.514 -0.173 -2.887
C32 3.186 -0.592 -1.584
N5 2.570 -1.740 -0.922
C33 3.212 -3.042 -1.114
C34 2.890 -3.683 -2.455
C35 1.454 -1.580 -0.190
C36 0.877 -2.766 0.535
N6 0.815 -0.451 -0.071
H21 3.024 0.699 -3.298
H22 1.464 0.082 -2.742
H23 2.554 -0.971 -3.626
H24 3.205 0.244 -0.877
H25 4.226 -0.855 -1.771
H26 2.921 -3.701 -0.303
H27 4.288 -2.887 -1.013
H28 1.811 -3.795 -2.583
H29 3.349 -4.670 -2.513
H30 3.271 -3.091 -3.287
H31 0.722 -3.602 -0.147
H32 -0.091 -2.488 0.948
H33 1.532 -3.099 1.341
H34 1.196 0.274 -0.673

Löwdin charges, unit e, in atom order: number 1, Ti, carries 0.808; number 2, S, carries 1.050; number 3, N, carries -0.206; number 4, C, carries -0.302; number 5, C, carries -0.078; number 6, C, carries 0.026; number 7, C, carries -0.014; number 8, C, carries -0.092; number 9, N, carries 0.026; number 10, C, carries -0.133; number 11, C, carries -0.136; number 12, N, carries 0.012; number 13, C, carries -0.091; number 14, C, carries -0.020; number 15, C, carries 0.024; number 16, C, carries -0.079; number 17, C, carries -0.303; number 18, N, carries -0.207; number 19, H, carries 0.126; number 20, H, carries 0.118; number 21, H, carries 0.115; number 22, H, carries 0.108; number 23, H, carries 0.116; number 24, H, carries 0.126; number 25, O, carries -0.422; number 26, S, carries 0.509; number 27, O, carries -0.251; number 28, O, carries -0.411; number 29, C, carries -0.263; number 30, C, carries -0.035; number 31, C, carries -0.046; number 32, C, carries -0.049; number 33, C, carries -0.064; number 34, C, carries -0.313; number 35, P, carries 1.089; number 36, C, carries -0.358; number 37, C, carries -0.101; number 38, C, carries -0.070; number 39, C, carries -0.069; number 40, C, carries -0.065; number 41, C, carries -0.098; number 42, C, carries -0.364; number 43, C, carries -0.124; number 44, C, carries -0.080; number 45, C, carries -0.080; number 46, C, carries -0.070; number 47, C, carries -0.080; number 48, H, carries 0.117; number 49, H, carries 0.115; number 50, H, carries 0.114; number 51, H, carries 0.107; number 52, H, carries 0.090; number 53, H, carries 0.109; number 54, H, carries 0.109; number 55, H, carries 0.110; number 56, H, carries 0.104; number 57, H, carries 0.100; number 58, H, carries 0.109; number 59, H, carries 0.107; number 60, H, carries 0.110; number 61, H, carries 0.113; number 62, C, carries -0.053; number 63, C, carries -0.189; number 64, N, carries -0.067; number 65, C, carries -0.199; number 66, C, carries -0.057; number 67, C, carries -0.390; number 68, C, carries 0.012; number 69, N, carries 0.051; number 70, H, carries 0.087; number 71, H, carries 0.041; number 72, H, carries 0.070; number 73, H, carries 0.116; number 74, H, carries 0.124; number 75, H, carries 0.105; number 76, H, carries 0.123; number 77, H, carries 0.073; number 78, H, carries 0.084; number 79, H, carries 0.069; number 80, H, carries 0.093; number 81, H, carries 0.074; number 82, H, carries 0.092; number 83, H, carries 0.050

---

2.
The following is a DFT calculation (wB97M-V/def2-TZVPD) of a structure of composition C36H35CrN7O7S in a non-equilibrium geometry.

Multiplicity: 4
Orbital gap (alpha / beta), eV: 7.1 / 7.1
Molar mass, Da: 761.8
LUMO energy (alpha / beta), eV: -3.3355 / -3.5243
Largest force on an atom, hartree/bohr: 0.031
Total charge: +1
Relative energy (zero: lowest compared OMol25 entry of this formula, charge and spin), kcal/mol: 76.2

Positions of all 87 atoms, in Å:
Cr1 0.680 -0.702 -0.470
C1 0.189 4.009 2.336
O1 1.489 3.649 1.816
C2 1.304 2.497 1.136
N1 0.142 2.030 1.057
C3 -0.762 2.901 1.787
C4 -1.537 2.098 2.820
C5 -2.526 2.629 3.537
C6 -3.371 1.806 4.399
C7 -3.175 0.498 4.540
C8 -1.982 -0.204 3.956
C9 -1.184 0.634 2.905
C10 2.471 1.783 0.605
C11 3.681 2.443 0.429
C12 4.800 1.719 0.059
C13 4.681 0.346 -0.068
C14 3.433 -0.223 0.100
N2 2.319 0.469 0.388
C15 3.218 -1.662 0.018
N3 2.039 -2.177 0.071
C16 2.238 -3.645 0.259
C17 3.711 -3.807 -0.148
O2 4.252 -2.476 -0.015
C18 1.288 -4.620 -0.402
C19 -0.092 -4.478 -0.275
C20 -0.952 -5.433 -0.794
C21 -0.449 -6.557 -1.433
C22 0.921 -6.719 -1.541
C23 1.783 -5.765 -1.018
H1 -0.064 5.002 1.972
H2 0.236 4.021 3.425
H3 -1.477 3.332 1.079
H4 -2.760 3.685 3.447
H5 -4.203 2.290 4.895
H6 -3.844 -0.116 5.130
H7 -1.341 -0.526 4.777
H8 -0.114 0.547 3.098
H9 3.724 3.510 0.594
H10 5.749 2.210 -0.105
H11 5.524 -0.286 -0.309
H12 2.159 -3.826 1.339
H13 3.828 -4.113 -1.188
H14 4.270 -4.466 0.508
H15 -0.498 -3.622 0.243
H16 -2.021 -5.311 -0.668
H17 -1.119 -7.311 -1.824
H18 1.328 -7.598 -2.023
H19 2.849 -5.940 -1.086
N4 -0.175 -1.984 -2.019
C24 0.890 -2.400 -2.950
C25 2.025 -1.359 -2.928
O3 2.967 -1.469 -3.682
O4 1.875 -0.450 -2.017
H20 -0.744 -2.788 -1.786
H21 -0.772 -1.333 -2.530
H22 0.527 -2.489 -3.974
H23 1.315 -3.357 -2.647
N5 -3.522 -1.429 1.149
C26 -2.618 -0.990 1.940
C27 -1.495 -0.077 1.560
N6 -0.436 -1.040 1.161
C28 -0.323 -2.038 2.101
C29 -1.209 -2.312 3.082
N7 -2.391 -1.447 3.230
H24 -3.585 -0.954 0.226
H25 -4.186 -2.126 1.456
H26 -1.688 0.593 0.749
H27 0.569 -2.648 2.035
H28 -1.072 -3.054 3.852
C30 -1.270 6.938 -3.146
C31 -1.369 5.470 -2.844
C32 -2.306 4.981 -1.936
C33 -2.430 3.619 -1.706
C34 -1.602 2.746 -2.389
C35 -0.660 3.205 -3.299
C36 -0.549 4.565 -3.519
S1 -1.713 1.008 -2.144
O5 -2.974 0.769 -1.443
O6 -1.624 0.342 -3.426
O7 -0.528 0.709 -1.279
H29 -1.703 7.546 -2.354
H30 -1.814 7.157 -4.068
H31 -0.234 7.236 -3.300
H32 -2.956 5.675 -1.418
H33 -3.181 3.230 -1.030
H34 -0.046 2.491 -3.833
H35 0.174 4.937 -4.235

Löwdin charges, unit e, in atom order: number 1, Cr, carries 0.937; number 2, C, carries -0.039; number 3, O, carries 0.028; number 4, C, carries -0.295; number 5, N, carries 0.158; number 6, C, carries -0.205; number 7, C, carries -0.131; number 8, C, carries -0.019; number 9, C, carries -0.060; number 10, C, carries -0.035; number 11, C, carries -0.194; number 12, C, carries -0.106; number 13, C, carries -0.117; number 14, C, carries 0.052; number 15, C, carries 0.015; number 16, C, carries 0.059; number 17, C, carries -0.166; number 18, N, carries 0.135; number 19, C, carries -0.299; number 20, N, carries 0.095; number 21, C, carries -0.192; number 22, C, carries -0.047; number 23, O, carries 0.085; number 24, C, carries -0.185; number 25, C, carries -0.065; number 26, C, carries -0.063; number 27, C, carries -0.064; number 28, C, carries -0.054; number 29, C, carries -0.030; number 30, H, carries 0.131; number 31, H, carries 0.131; number 32, H, carries 0.148; number 33, H, carries 0.123; number 34, H, carries 0.109; number 35, H, carries 0.114; number 36, H, carries 0.158; number 37, H, carries 0.160; number 38, H, carries 0.133; number 39, H, carries 0.128; number 40, H, carries 0.138; number 41, H, carries 0.156; number 42, H, carries 0.138; number 43, H, carries 0.147; number 44, H, carries 0.083; number 45, H, carries 0.111; number 46, H, carries 0.112; number 47, H, carries 0.114; number 48, H, carries 0.111; number 49, N, carries 0.022; number 50, C, carries -0.090; number 51, C, carries -0.602; number 52, O, carries 0.085; number 53, O, carries -0.138; number 54, H, carries 0.085; number 55, H, carries 0.064; number 56, H, carries 0.140; number 57, H, carries 0.114; number 58, N, carries 0.329; number 59, C, carries -0.218; number 60, C, carries -0.203; number 61, N, carries -0.078; number 62, C, carries -0.188; number 63, C, carries -0.053; number 64, N, carries 0.010; number 65, H, carries 0.152; number 66, H, carries 0.159; number 67, H, carries 0.104; number 68, H, carries 0.095; number 69, H, carries 0.110; number 70, C, carries -0.046; number 71, C, carries -0.265; number 72, C, carries -0.034; number 73, C, carries -0.061; number 74, C, carries -0.279; number 75, C, carries -0.039; number 76, C, carries -0.026; number 77, S, carries 0.527; number 78, O, carries -0.326; number 79, O, carries -0.290; number 80, O, carries -0.422; number 81, H, carries 0.077; number 82, H, carries 0.091; number 83, H, carries 0.081; number 84, H, carries 0.114; number 85, H, carries 0.111; number 86, H, carries 0.124; number 87, H, carries 0.119

---

3.
The following is a DFT calculation (wB97M-V/def2-TZVPD) of a cluster of 4 separate species, C36H35N2O10S2 in total.

Orbital gap, eV: 7.0
Molar mass, Da: 719.8
LUMO energy, eV: -4.4707
Largest force on an atom, hartree/bohr: 0.012
Total charge: +1
Relative energy (zero: lowest compared OMol25 entry of this formula, charge and spin), kcal/mol: 0.0

Positions of all 85 atoms, in Å:
C1 -0.902 -1.583 3.236
C2 -0.295 -0.243 2.937
C3 1.094 -0.073 2.957
C4 1.665 1.158 2.654
C5 0.874 2.257 2.310
C6 1.469 3.599 1.957
C7 2.407 3.548 0.802
C8 3.003 2.498 0.169
N1 3.753 3.020 -0.876
S1 4.673 2.136 -2.056
C9 4.481 0.505 -1.379
C10 3.108 -0.148 -1.457
O1 2.752 -0.863 -0.576
O2 2.390 0.099 -2.568
C11 1.366 1.097 -2.425
C12 0.108 0.711 -3.220
C13 0.032 1.399 -4.569
O3 -0.008 -0.689 -3.442
C14 -0.110 -1.530 -2.372
O4 0.592 -2.489 -2.294
C15 -1.180 -1.293 -1.313
S2 -2.706 -0.435 -1.784
C16 3.633 4.342 -0.872
N2 2.822 4.675 0.133
C17 -0.511 2.100 2.316
C18 -1.082 0.868 2.628
H1 -0.808 -2.219 2.354
H2 -0.371 -2.077 4.045
H3 -1.962 -1.490 3.459
H4 1.746 -0.898 3.209
H5 2.743 1.262 2.695
H6 0.646 4.254 1.663
H7 1.944 4.059 2.825
H8 2.929 1.442 0.344
H9 5.179 -0.095 -1.970
H10 4.818 0.443 -0.347
H11 1.739 2.050 -2.802
H12 1.102 1.185 -1.368
H13 -0.736 1.062 -2.629
H14 0.960 1.294 -5.129
H15 -0.159 2.460 -4.408
H16 -0.797 0.987 -5.137
H17 -0.712 -0.821 -0.451
H18 -1.483 -2.289 -0.997
H19 -2.532 0.715 -1.130
H20 4.089 5.005 -1.587
H21 2.534 5.621 0.357
H22 -1.161 2.932 2.073
H23 -2.159 0.764 2.635
C19 -4.111 -3.743 -2.864
C20 -4.664 -4.043 -4.035
C21 -5.341 -5.349 -4.248
O5 -5.847 -5.627 -5.311
C22 -5.373 -6.299 -3.104
C23 -4.814 -5.996 -1.936
C24 -4.137 -4.693 -1.726
O6 -3.615 -4.408 -0.668
H24 -3.612 -2.804 -2.665
H25 -4.653 -3.365 -4.879
H26 -5.871 -7.243 -3.284
H27 -4.821 -6.673 -1.091
C25 1.127 -4.806 7.058
C26 0.992 -6.005 7.616
C27 0.556 -7.182 6.819
O7 0.430 -8.273 7.327
C28 0.279 -6.966 5.375
C29 0.415 -5.766 4.818
C30 0.850 -4.595 5.616
O8 0.975 -3.499 5.106
H28 1.442 -3.934 7.617
H29 1.188 -6.185 8.665
H30 -0.037 -7.837 4.815
H31 0.219 -5.584 3.769
C31 0.533 7.940 -2.076
C32 -0.106 7.738 -3.226
C33 -0.898 6.502 -3.462
O9 -1.473 6.307 -4.506
C34 -0.953 5.501 -2.360
C35 -0.312 5.706 -1.213
C36 0.482 6.939 -0.988
O10 1.078 7.117 0.062
H32 1.115 8.832 -1.880
H33 -0.084 8.453 -4.038
H34 -1.544 4.614 -2.551
H35 -0.343 4.996 -0.396

Löwdin charges, unit e, in atom order: number 1, C, carries -0.031; number 2, C, carries -0.257; number 3, C, carries -0.012; number 4, C, carries -0.046; number 5, C, carries -0.236; number 6, C, carries -0.066; number 7, C, carries -0.173; number 8, C, carries -0.013; number 9, N, carries -0.313; number 10, S, carries 1.070; number 11, C, carries -0.351; number 12, C, carries -0.555; number 13, O, carries 0.179; number 14, O, carries 0.003; number 15, C, carries -0.099; number 16, C, carries -0.362; number 17, C, carries -0.007; number 18, O, carries 0.016; number 19, C, carries -0.521; number 20, O, carries 0.159; number 21, C, carries -0.416; number 22, S, carries 0.777; number 23, C, carries -0.086; number 24, N, carries 0.170; number 25, C, carries -0.036; number 26, C, carries -0.032; number 27, H, carries 0.089; number 28, H, carries 0.051; number 29, H, carries 0.083; number 30, H, carries 0.122; number 31, H, carries 0.118; number 32, H, carries 0.110; number 33, H, carries 0.143; number 34, H, carries 0.105; number 35, H, carries 0.113; number 36, H, carries 0.104; number 37, H, carries 0.117; number 38, H, carries 0.128; number 39, H, carries 0.090; number 40, H, carries 0.097; number 41, H, carries 0.079; number 42, H, carries 0.096; number 43, H, carries 0.084; number 44, H, carries 0.074; number 45, H, carries -0.148; number 46, H, carries 0.160; number 47, H, carries 0.146; number 48, H, carries 0.109; number 49, H, carries 0.114; number 50, C, carries 0.014; number 51, C, carries 0.032; number 52, C, carries -0.382; number 53, O, carries 0.117; number 54, C, carries 0.026; number 55, C, carries 0.021; number 56, C, carries -0.382; number 57, O, carries 0.095; number 58, H, carries 0.057; number 59, H, carries 0.124; number 60, H, carries 0.124; number 61, H, carries 0.122; number 62, C, carries 0.020; number 63, C, carries 0.027; number 64, C, carries -0.382; number 65, O, carries 0.120; number 66, C, carries 0.027; number 67, C, carries 0.021; number 68, C, carries -0.375; number 69, O, carries 0.074; number 70, H, carries 0.122; number 71, H, carries 0.125; number 72, H, carries 0.125; number 73, H, carries 0.122; number 74, C, carries 0.025; number 75, C, carries 0.041; number 76, C, carries -0.375; number 77, O, carries 0.139; number 78, C, carries 0.035; number 79, C, carries 0.012; number 80, C, carries -0.378; number 81, O, carries 0.067; number 82, H, carries 0.128; number 83, H, carries 0.131; number 84, H, carries 0.124; number 85, H, carries 0.106

---

The following calculated total energy values (in eV) correspond, in order, to the records above: -107041.197 -101916.244 -83015.349.